{
  "formula": "C5H10O",
  "method": "the ωB97M-V functional and the def2-TZVPD basis",
  "smiles": "C/C=C(\\O)CC",
  "charge": 0,
  "molar_mass_da": 86.13,
  "total_energy_ev": -7394.2012,
  "species": ["C", "C", "C", "O", "C", "C", "H", "H", "H", "H", "H", "H", "H", "H", "H", "H"],
  "coordinates": [[-0.4504, -0.0949, -2.5026], [0.0432, -0.5955, -1.1706], [0.2295, 0.1529, -0.0778], [0.0859, 1.5144, -0.0611], [0.6648, -0.3540, 1.2679], [-0.2873, 0.0107, 2.4123], [0.0848, -0.5658, -3.3337], [-1.5172, -0.3159, -2.6370], [-0.3420, 0.9897, -2.6358], [0.2479, -1.6594, -1.0911], [0.1160, 1.8230, -0.9751], [1.6460, 0.0906, 1.4786], [0.7983, -1.4395, 1.2169], [-1.2608, -0.4787, 2.2999], [0.1409, -0.3030, 3.3708], [-0.4525, 1.0914, 2.4540]],
  "forces_ev_per_angstrom": [[0.0, 0.1, 0.0], [0.0, 0.1, 0.2], [0.1, -0.4, -0.1], [0.0, 0.1, -0.2], [0.1, 0.0, 0.0], [-0.1, 0.0, 0.0], [0.0, 0.1, 0.1], [0.2, 0.0, 0.0], [0.0, -0.2, 0.0], [-0.1, 0.1, 0.1], [-0.2, 0.1, 0.1], [-0.1, -0.1, 0.0], [0.0, 0.2, 0.0], [0.1, 0.1, 0.0], [-0.1, 0.0, -0.2], [0.0, -0.2, 0.0]]
}

{
  "formula": "C4H9O2",
  "method": "the ωB97M-V functional and the def2-TZVPD basis",
  "charge": 1,
  "molar_mass_da": 89.11,
  "total_energy_ev": -8379.3117,
  "species": ["C", "C", "C", "C", "O", "O", "H", "H", "H", "H", "H", "H", "H", "H", "H"],
  "coordinates": [[-0.7330, -0.2888, -0.0782], [-2.1804, -0.7799, 0.0282], [0.4353, 1.8570, -0.2457], [2.0616, -1.0502, 0.2639], [-0.7652, 0.9532, -0.2676], [0.2036, -1.1593, 0.0430], [-2.2906, -1.4111, 0.9047], [-2.6966, 0.1817, 0.0991], [-2.4231, -1.5261, -0.7432], [1.1606, 1.5116, -0.9619], [0.9659, 2.0468, 0.7448], [-0.0055, 2.7900, -0.5518], [2.0199, -0.8774, 1.3824], [2.1181, -2.0526, -0.2198], [2.1292, -0.1948, -0.3979]],
  "forces_ev_per_angstrom": [[-0.9, -3.6, 0.5], [1.2, -0.3, 0.0], [0.1, 0.1, 0.7], [-4.2, -0.1, 0.0], [2.6, 2.4, 0.5], [0.9, 1.7, 0.3], [0.1, 0.4, 0.5], [-0.9, -0.9, -0.3], [-0.1, 0.9, -0.3], [0.0, -0.1, -0.4], [-1.3, -0.9, -0.9], [0.1, 0.2, -0.2], [0.6, -0.5, -1.6], [0.7, 0.9, 0.9], [1.0, -0.2, 0.3]]
}

Kohn-Sham gap values, unit eV, following the record order: 9.41, 11.75.
E_LUMO values, unit eV, following the record order: 0.90, -4.81.
Relative energy (zero: lowest compared OMol25 entry of this formula, charge and spin) values, unit eV, following the record order: 0.564, 1.571.